14 unconnected molecules or ions with the total composition C65H169N11O23, computed with the ωB97M-V functional and the def2-TZVPD basis.

Bonds (Å) are listed after each position.
Geometry (Å):
1 C -2.19 -4.24 6.22  O2 1.400, H10 1.090, H11 1.090, H12 1.090
2 O -2.64 -3.02 5.70  C1 1.400, C3 1.417
3 C -4.01 -2.74 5.92  O2 1.417, C4 1.558, H13 1.090, H14 1.090
4 C -4.19 -1.26 5.47  C3 1.558, N5 1.444, H15 1.090, H16 1.090
5 N -3.91 -0.35 6.55  C4 1.444, C6 1.459, H17 1.010
6 C -2.52 -0.36 6.99  N5 1.459, C7 1.567, H18 1.090, H19 1.090
7 C -2.10 0.97 7.71  C6 1.567, O8 1.394, H20 1.090, H21 1.090
8 O -0.76 0.97 8.10  C7 1.394, C9 1.442
9 C -0.23 2.15 8.74  O8 1.442, H22 1.090, H23 1.090, H24 1.090
10 H -2.29 -4.18 7.30  C1 1.090
11 H -1.14 -4.42 5.97  C1 1.090
12 H -2.68 -5.13 5.82  C1 1.090
13 H -4.42 -2.90 6.92  C3 1.090
14 H -4.52 -3.42 5.24  C3 1.090
15 H -5.25 -1.02 5.40  C4 1.090
16 H -3.64 -1.11 4.54  C4 1.090
17 H -4.19 0.54 6.15  N5 1.010
18 H -1.90 -0.53 6.12  C6 1.090
19 H -2.33 -1.22 7.64  C6 1.090
20 H -2.66 1.17 8.62  C7 1.090
21 H -2.22 1.88 7.12  C7 1.090
22 H 0.82 1.97 8.96  C9 1.090
23 H -0.83 2.33 9.63  C9 1.090
24 H -0.26 3.04 8.11  C9 1.090
25 C 11.28 -1.11 6.45  O26 1.427, H34 1.090, H35 1.090, H36 1.090
26 O 10.35 -0.02 6.51  C25 1.427, C27 1.446
27 C 8.98 -0.43 6.32  O26 1.446, C28 1.523, H37 1.090, H38 1.090
28 C 8.29 0.82 5.78  C27 1.523, N29 1.456, H39 1.090, H40 1.090
29 N 6.86 0.63 5.62  C28 1.456, C30 1.432, H41 1.010
30 C 6.16 1.78 5.15  N29 1.432, C31 1.562, H42 1.090, H43 1.090
31 C 4.60 1.67 5.12  C30 1.562, O32 1.399, H44 1.090, H45 1.090
32 O 4.04 2.89 4.71  C31 1.399, C33 1.395
33 C 2.65 2.94 4.78  O32 1.395, H46 1.090, H47 1.090, H48 1.090
34 H 11.72 -1.12 5.45  C25 1.090
35 H 10.86 -2.09 6.62  C25 1.090
36 H 12.12 -1.01 7.13  C25 1.090
37 H 8.50 -0.80 7.22  C27 1.090
38 H 8.77 -1.17 5.55  C27 1.090
39 H 8.78 1.10 4.84  C28 1.090
40 H 8.57 1.63 6.46  C28 1.090
41 H 6.48 0.35 6.52  N29 1.010
42 H 6.48 2.11 4.17  C30 1.090
43 H 6.47 2.67 5.70  C30 1.090
44 H 4.27 1.45 6.14  C31 1.090
45 H 4.19 0.86 4.53  C31 1.090
46 H 2.24 2.25 4.04  C33 1.090
47 H 2.35 3.98 4.70  C33 1.090
48 H 2.23 2.57 5.71  C33 1.090
49 C 3.56 -8.55 4.69  O50 1.448, H58 1.090, H59 1.090, H60 1.090
50 O 3.90 -7.97 3.41  C49 1.448, C51 1.412
51 C 2.84 -7.19 2.90  O50 1.412, C52 1.591, H61 1.090, H62 1.090
52 C 3.02 -6.75 1.38  C51 1.591, N53 1.458, H63 1.090, H64 1.090
53 N 3.16 -7.84 0.42  C52 1.458, C54 1.438, H65 1.010
54 C 3.13 -7.41 -0.95  N53 1.438, C55 1.521, H66 1.090, H67 1.090
55 C 4.42 -6.70 -1.32  C54 1.521, O56 1.438, H68 1.090, H69 1.090
56 O 5.54 -7.53 -0.96  C55 1.438, C57 1.444
57 C 6.81 -6.88 -1.20  O56 1.444, H70 1.090, H71 1.090, H72 1.090
58 H 3.55 -7.83 5.50  C49 1.090
59 H 4.23 -9.33 5.05  C49 1.090
60 H 2.53 -8.91 4.70  C49 1.090
61 H 2.74 -6.28 3.50  C51 1.090
62 H 1.90 -7.74 3.00  C51 1.090
63 H 3.88 -6.07 1.37  C52 1.090
64 H 2.24 -6.06 1.05  C52 1.090
65 H 4.01 -8.36 0.59  N53 1.010
66 H 2.20 -6.87 -1.12  C54 1.090
67 H 3.19 -8.26 -1.64  C54 1.090
68 H 4.54 -5.69 -0.93  C55 1.090
69 H 4.36 -6.61 -2.40  C55 1.090
70 H 6.89 -6.77 -2.28  C57 1.090
71 H 7.66 -7.43 -0.80  C57 1.090
72 H 6.93 -5.89 -0.77  C57 1.090
73 C -10.04 -8.00 2.36  O74 1.434, H82 1.090, H83 1.090, H84 1.090
74 O -9.57 -8.33 3.68  C73 1.434, C75 1.410
75 C -8.30 -8.94 3.73  O74 1.410, C76 1.527, H85 1.090, H86 1.090
76 C -7.30 -7.93 4.26  C75 1.527, N77 1.471, H87 1.090, H88 1.090
77 N -6.54 -7.23 3.21  C76 1.471, C78 1.507, H89 1.010
78 C -5.33 -8.05 2.82  N77 1.507, C79 1.539, H90 1.090, H91 1.090
79 C -4.36 -7.15 2.04  C78 1.539, O80 1.423, H92 1.090, H93 1.090
80 O -4.76 -7.17 0.67  C79 1.423, C81 1.421
81 C -3.82 -6.48 -0.13  O80 1.421, H94 1.090, H95 1.090, H96 1.090
82 H -9.45 -7.34 1.73  C73 1.090
83 H -11.07 -7.66 2.39  C73 1.090
84 H -10.09 -8.94 1.81  C73 1.090
85 H -7.91 -9.31 2.78  C75 1.090
86 H -8.41 -9.73 4.47  C75 1.090
87 H -6.78 -8.24 5.17  C76 1.090
88 H -7.81 -7.07 4.71  C76 1.090
89 H -7.14 -7.22 2.40  N77 1.010
90 H -5.56 -9.02 2.39  C78 1.090
91 H -4.86 -8.32 3.77  C78 1.090
92 H -3.39 -7.64 2.04  C79 1.090
93 H -4.18 -6.14 2.41  C79 1.090
94 H -2.82 -6.92 -0.15  C81 1.090
95 H -3.73 -5.45 0.22  C81 1.090
96 H -4.16 -6.55 -1.16  C81 1.090
97 C -8.52 4.72 8.96  O98 1.449, H106 1.090, H107 1.090, H108 1.090
98 O -7.93 3.41 8.78  C97 1.449, C99 1.404
99 C -7.68 3.03 7.45  O98 1.404, C100 1.498, H109 1.090, H110 1.090
100 C -6.57 3.84 6.85  C99 1.498, N101 1.448, H111 1.090, H112 1.090
101 N -6.00 3.40 5.59  C100 1.448, C102 1.442, H113 1.010
102 C -5.14 4.36 4.95  N101 1.442, C103 1.573, H114 1.090, H115 1.090
103 C -4.43 3.72 3.70  C102 1.573, O104 1.396, H116 1.090, H117 1.090
104 O -5.34 3.25 2.75  C103 1.396, C105 1.427
105 C -6.03 4.26 2.01  O104 1.427, H118 1.090, H119 1.090, H120 1.090
106 H -8.88 4.74 9.99  C97 1.090
107 H -9.37 4.93 8.31  C97 1.090
108 H -7.81 5.50 8.71  C97 1.090
109 H -8.60 3.06 6.87  C99 1.090
110 H -7.37 1.98 7.46  C99 1.090
111 H -5.81 3.90 7.63  C100 1.090
112 H -7.03 4.82 6.73  C100 1.090
113 H -6.85 3.36 5.05  N101 1.010
114 H -4.36 4.61 5.67  C102 1.090
115 H -5.69 5.25 4.67  C102 1.090
116 H -3.77 2.89 3.92  C103 1.090
117 H -3.75 4.47 3.29  C103 1.090
118 H -5.21 4.77 1.50  C105 1.090
119 H -6.56 4.83 2.77  C105 1.090
120 H -6.61 3.97 1.13  C105 1.090
121 C -7.01 -4.17 -6.48  O122 1.442, H130 1.090, H131 1.090, H132 1.090
122 O -7.12 -3.09 -5.53  C121 1.442, C123 1.444
123 C -6.74 -1.78 -6.00  O122 1.444, C124 1.553, H133 1.090, H134 1.090
124 C -6.86 -0.86 -4.76  C123 1.553, N125 1.480, H135 1.090, H136 1.090
125 N -5.94 -1.27 -3.68  C124 1.480, C126 1.425, H137 1.010
126 C -6.17 -0.50 -2.50  N125 1.425, C127 1.555, H138 1.090, H139 1.090
127 C -5.70 -1.35 -1.29  C126 1.555, O128 1.431, H140 1.090, H141 1.090
128 O -6.67 -2.40 -1.15  C127 1.431, C129 1.388
129 C -6.67 -3.00 0.10  O128 1.388, H142 1.090, H143 1.090, H144 1.090
130 H -7.54 -3.87 -7.38  C121 1.090
131 H -7.58 -4.97 -6.01  C121 1.090
132 H -5.96 -4.45 -6.61  C121 1.090
133 H -7.40 -1.41 -6.79  C123 1.090
134 H -5.68 -1.74 -6.27  C123 1.090
135 H -7.92 -0.88 -4.52  C124 1.090
136 H -6.54 0.13 -5.10  C124 1.090
137 H -6.02 -2.25 -3.43  N125 1.010
138 H -7.25 -0.35 -2.43  C126 1.090
139 H -5.65 0.46 -2.53  C126 1.090
140 H -5.82 -0.68 -0.44  C127 1.090
141 H -4.69 -1.75 -1.43  C127 1.090
142 H -5.68 -3.36 0.39  C129 1.090
143 H -7.27 -3.90 -0.03  C129 1.090
144 H -7.11 -2.34 0.84  C129 1.090
145 C 5.75 6.33 -5.04  O146 1.465, H154 1.090, H155 1.090, H156 1.090
146 O 5.02 5.63 -6.10  C145 1.465, C147 1.424
147 C 3.63 5.68 -5.81  O146 1.424, C148 1.525, H157 1.090, H158 1.090
148 C 2.80 4.80 -6.73  C147 1.525, N149 1.456, H159 1.090, H160 1.090
149 N 2.89 5.18 -8.13  C148 1.456, C150 1.510, H161 1.010
150 C 2.19 6.45 -8.55  N149 1.510, C151 1.527, H162 1.090, H163 1.090
151 C 1.94 6.71 -10.04  C150 1.527, O152 1.434, H164 1.090, H165 1.090
152 O 3.25 6.81 -10.60  C151 1.434, C153 1.401
153 C 3.14 6.87 -12.00  O152 1.401, H166 1.090, H167 1.090, H168 1.090
154 H 5.45 6.17 -4.00  C145 1.090
155 H 5.63 7.38 -5.28  C145 1.090
156 H 6.82 6.14 -5.03  C145 1.090
157 H 3.24 6.70 -5.87  C147 1.090
158 H 3.53 5.38 -4.76  C147 1.090
159 H 1.74 4.67 -6.46  C148 1.090
160 H 3.18 3.79 -6.59  C148 1.090
161 H 3.86 5.43 -8.23  N149 1.010
162 H 2.65 7.36 -8.17  C150 1.090
163 H 1.22 6.45 -8.06  C150 1.090
164 H 1.33 7.60 -10.16  C151 1.090
165 H 1.37 5.89 -10.49  C151 1.090
166 H 4.09 7.12 -12.47  C153 1.090
167 H 2.47 7.68 -12.29  C153 1.090
168 H 2.70 5.96 -12.40  C153 1.090
169 C 0.91 10.68 -6.68  O170 1.437, H178 1.090, H179 1.090, H180 1.090
170 O -0.11 10.66 -5.66  C169 1.437, C171 1.410
171 C -0.41 9.38 -5.16  O170 1.410, C172 1.539, H181 1.090, H182 1.090
172 C -1.36 9.42 -3.95  C171 1.539, N173 1.477, H183 1.090, H184 1.090
173 N -1.29 8.28 -3.01  C172 1.477, C174 1.464, H185 1.010
174 C -2.07 7.13 -3.46  N173 1.464, C175 1.515, H186 1.090, H187 1.090
175 C -1.56 5.91 -2.71  C174 1.515, O176 1.416, H188 1.090, H189 1.090
176 O -2.09 4.73 -3.28  C175 1.416, C177 1.467
177 C -1.81 3.51 -2.51  O176 1.467, H190 1.090, H191 1.090, H192 1.090
178 H 0.66 10.02 -7.51  C169 1.090
179 H 1.90 10.39 -6.33  C169 1.090
180 H 1.00 11.70 -7.07  C169 1.090
181 H 0.48 8.79 -4.95  C171 1.090
182 H -0.77 8.77 -6.00  C171 1.090
183 H -2.36 9.44 -4.39  C172 1.090
184 H -1.18 10.34 -3.39  C172 1.090
185 H -0.32 7.99 -2.98  N173 1.010
186 H -1.92 6.95 -4.53  C174 1.090
187 H -3.13 7.27 -3.29  C174 1.090
188 H -1.83 5.99 -1.66  C175 1.090
189 H -0.48 5.81 -2.82  C175 1.090
190 H -2.10 2.67 -3.15  C177 1.090
191 H -2.45 3.73 -1.66  C177 1.090
192 H -0.73 3.48 -2.34  C177 1.090
193 C -1.37 -3.57 -4.62  O194 1.442, H202 1.090, H203 1.090, H204 1.090
194 O -0.60 -4.76 -4.38  C193 1.442, C195 1.460
195 C -0.47 -5.63 -5.55  O194 1.460, C196 1.520, H205 1.090, H206 1.090
196 C -1.74 -6.23 -6.14  C195 1.520, N197 1.431, H207 1.090, H208 1.090
197 N -1.49 -7.22 -7.14  C196 1.431, C198 1.472, H209 1.010
198 C -2.70 -7.96 -7.54  N197 1.472, C199 1.557, H210 1.090, H211 1.090
199 C -2.70 -8.23 -9.08  C198 1.557, O200 1.445, H212 1.090, H213 1.090
200 O -3.14 -7.09 -9.85  C199 1.445, C201 1.488
201 C -2.83 -7.29 -11.29  O200 1.488, H214 1.090, H215 1.090, H216 1.090
202 H -1.25 -2.95 -3.73  C193 1.090
203 H -2.42 -3.82 -4.79  C193 1.090
204 H -0.97 -3.12 -5.53  C193 1.090
205 H 0.23 -6.39 -5.21  C195 1.090
206 H -0.03 -5.09 -6.39  C195 1.090
207 H -2.40 -5.47 -6.55  C196 1.090
208 H -2.33 -6.65 -5.32  C196 1.090
209 H -1.07 -6.75 -7.93  N197 1.010
210 H -3.67 -7.57 -7.25  C198 1.090
211 H -2.69 -8.88 -6.96  C198 1.090
212 H -3.36 -9.05 -9.33  C199 1.090
213 H -1.69 -8.49 -9.41  C199 1.090
214 H -1.82 -6.99 -11.56  C201 1.090
215 H -3.52 -6.60 -11.80  C201 1.090
216 H -3.01 -8.31 -11.61  C201 1.090
217 C 3.09 1.69 -0.98  C218 1.582, H223 1.090, H224 1.090, H225 1.090
218 C 3.30 0.49 0.02  C217 1.582, C219 1.563, N222 1.433, H226 1.090
219 C 2.10 -0.51 0.08  C218 1.563, O220 1.378, H227 1.090, H228 1.090
220 O 1.17 -0.03 0.97  C219 1.378, C221 1.426
221 C 0.05 -0.86 1.28  O220 1.426, H229 1.090, H230 1.090, H231 1.090
222 N 4.55 -0.11 -0.35  C218 1.433, H232 1.010, H233 1.010
223 H 2.35 2.35 -0.53  C217 1.090
224 H 2.76 1.40 -1.98  C217 1.090
225 H 4.01 2.28 -1.06  C217 1.090
226 H 3.42 0.96 1.00  C218 1.090
227 H 2.33 -1.51 0.45  C219 1.090
228 H 1.64 -0.69 -0.89  C219 1.090
229 H -0.63 -0.87 0.43  C221 1.090
230 H -0.52 -0.36 2.07  C221 1.090
231 H 0.29 -1.84 1.69  C221 1.090
232 H 5.16 0.70 -0.34  N222 1.010
233 H 4.89 -0.62 0.46  N222 1.010
234 C 6.38 8.31 2.25  C235 1.586, H240 1.090, H241 1.090, H242 1.090
235 C 5.35 7.54 3.18  C234 1.586, C236 1.530, N239 1.468, H243 1.090
236 C 4.47 8.47 4.02  C235 1.530, O237 1.454, H244 1.090, H245 1.090
237 O 5.25 9.04 5.11  C236 1.454, C238 1.384
238 C 5.27 10.41 4.93  O237 1.384, H246 1.090, H247 1.090, H248 1.090
239 N 4.49 6.76 2.29  C235 1.468, H249 1.010, H250 1.010
240 H 5.98 9.26 1.89  C234 1.090
241 H 6.60 7.69 1.38  C234 1.090
242 H 7.34 8.41 2.77  C234 1.090
243 H 5.82 6.90 3.92  C235 1.090
244 H 3.69 7.87 4.49  C236 1.090
245 H 3.97 9.18 3.37  C236 1.090
246 H 5.54 10.82 3.96  C238 1.090
247 H 5.93 10.87 5.67  C238 1.090
248 H 4.30 10.84 5.17  C238 1.090
249 H 4.09 6.06 2.90  N239 1.010
250 H 5.14 6.20 1.75  N239 1.010
251 C 4.33 -2.00 -4.56  O252 1.411, H253 1.090, H254 1.090, H255 1.090
252 O 5.32 -1.06 -4.21  C251 1.411, H256 0.960
253 H 4.36 -2.22 -5.63  C251 1.090
254 H 4.40 -2.89 -3.94  C251 1.090
255 H 3.40 -1.48 -4.33  C251 1.090
256 H 5.07 -0.76 -3.33  O252 0.960
257 C 9.30 2.26 -1.94  O258 1.423, H259 1.090, H260 1.090, H261 1.090
258 O 8.29 3.22 -1.64  C257 1.423, H262 0.960
259 H 10.16 2.65 -2.48  C257 1.090
260 H 9.60 1.73 -1.04  C257 1.090
261 H 8.74 1.55 -2.56  C257 1.090
262 H 8.64 3.87 -1.03  O258 0.960
263 C 7.43 -3.31 2.03  O264 1.419, H265 1.090, H266 1.090, H267 1.090
264 O 7.18 -1.93 2.23  C263 1.419, H268 0.960
265 H 6.46 -3.81 2.10  C263 1.090
266 H 7.91 -3.34 1.05  C263 1.090
267 H 8.08 -3.73 2.80  C263 1.090
268 H 7.21 -1.61 3.13  O264 0.960

Results
total energy: -133607.6216 eV
LUMO energy: 0.0043 Eh
gap between HOMO and LUMO: 8.5 eV
HOMO energy: -8.38 eV
energy relative to the best compared isomer or geometry (same formula, charge and spin): 317.5 kJ/mol